39
Properties=species:S:1:pos:R:3:nbo_charge:R:1 method="wB97M-V/def2-TZVPD" charge=-2 homo_energy_ev=-0.245 homo_lumo_gap_ev=5.2 e_lumo_ev=4.936
Pt 0.30597 -0.10242 -0.02268 0.53
C -0.38965 -2.07000 2.19838 -0.64
C 0.64399 -0.96101 2.01983 0.16
N 0.20636 0.26563 2.27755 -0.34
N 1.13463 1.19930 2.73000 -0.41
C 1.08287 2.36507 2.19174 -0.07
S 0.21678 2.85704 0.79640 -0.46
S 2.10302 3.51684 3.15406 0.18
C 2.58124 4.71680 1.89597 -0.62
C 3.84328 4.37585 1.14961 0.09
C 4.93009 5.24323 1.14525 -0.26
C 6.09428 4.93731 0.44205 -0.24
C 6.18145 3.74761 -0.26464 -0.25
C 5.10124 2.87093 -0.25589 -0.20
C 3.94235 3.17849 0.44408 -0.23
C 2.09200 -1.30371 2.06105 -0.19
C 2.59766 -2.26577 2.92342 -0.18
C 3.96591 -2.51803 3.02370 -0.34
C 4.83358 -1.77162 2.22838 -0.22
C 4.35575 -0.81975 1.34410 -0.28
C 2.96185 -0.56807 1.20915 0.40
O 2.49258 0.24831 0.33826 -0.77
H -0.89623 -1.94615 3.15925 0.19
H 0.08739 -3.05063 2.16828 0.20
H -1.13496 -2.03480 1.41062 0.24
H 2.68772 5.67657 2.40563 0.20
H 1.72413 4.75829 1.21487 0.28
H 4.86720 6.17241 1.70424 0.19
H 6.93192 5.62655 0.45534 0.19
H 7.08577 3.49964 -0.80852 0.19
H 5.14810 1.92557 -0.78355 0.21
H 3.12673 2.45966 0.45507 0.29
H 1.91211 -2.81553 3.56047 0.18
H 4.34395 -3.26260 3.71489 0.18
H 5.90476 -1.93905 2.29868 0.18
H 5.03950 -0.24099 0.73184 0.19
C -1.07846 -0.58280 -1.16693 -0.81
H -1.49764 -1.57531 -1.38740 0.12
H -1.72693 0.17252 -1.64236 0.13